[1]
Density functional theory data (ωB97M-V/def2-TZVPD) for 6 unconnected molecules or ions with the total composition C2H15NO7 at a distorted geometry.

Cartesian coordinates (Å):
O 0.028019 -0.063037 -0.127395
C -1.125696 -0.376298 -0.187316
O -2.067771 0.409866 0.310280
C -1.841359 -1.484691 -0.964868
N -0.910985 -2.587921 -1.051242
H -1.678500 1.041895 0.941279
H -2.644524 -1.812930 -0.302786
H -2.147772 -1.208773 -1.970031
H -0.150241 -2.539128 -1.727336
H -0.533172 -2.867268 -0.118352
H -0.213491 1.878579 -2.392535
H -0.675057 3.199357 -1.776057
O -0.746191 2.658043 -2.570211
H 1.957853 -0.480791 -0.562999
H 3.328647 -0.508294 0.118893
O 2.678333 0.090507 -0.270570
H 1.695339 2.811252 0.164940
H 0.747769 1.448080 0.358903
O 0.877204 2.397142 0.435604
H 1.203264 1.256862 2.771063
H 2.073542 0.666268 1.592604
O 1.382866 0.474181 2.245823
H 0.643854 -1.327026 1.594044
H 0.157791 -2.464845 2.482852
O 0.332874 -2.252706 1.558683

Cartesian forces, eV/Å:
0.05 -1.84 -0.90
-0.70 3.11 0.17
-0.48 -0.84 0.45
0.62 -2.03 -0.15
1.00 1.35 1.25
0.09 0.25 -0.30
-0.29 0.15 -0.28
-0.21 0.47 0.16
-0.32 -0.36 -0.64
-0.28 -0.49 0.10
0.21 0.18 0.07
0.13 -0.05 0.03
-0.25 -0.16 0.00
0.17 0.17 0.07
0.13 0.07 -0.21
0.28 -0.31 0.19
0.28 -0.80 -0.30
1.14 0.34 -0.37
-1.44 1.37 0.41
0.22 0.19 -0.16
-0.18 0.28 0.23
-0.05 -1.01 0.28
0.11 -0.08 0.21
0.04 -0.23 -0.03
-0.28 0.25 -0.29

- Total charge: +1
- Calculated total energy: -18131.1110 eV
- Orbital gap (alpha / beta): 0.37262 / 0.17908 hartree
- 2S+1: 2

Results of the Mulliken charge analysis, in e, for atoms 1 through 8: -0.455, 0.602, -0.433, -0.482, -0.063, 0.370, 0.338, 0.358

[2]
Density functional theory data (ωB97M-V/def2-TZVPD) for a molecular structure, C18H10N3O7Tl.

Cartesian coordinates (Å):
Tl 1.845211 1.272557 -0.038385
O -4.366104 0.586524 1.690998
C -3.878953 0.905908 2.895817
C -4.784646 1.096907 3.945360
C -4.338404 1.423961 5.211932
C -2.979159 1.569316 5.462220
C -2.082045 1.383428 4.423533
C -2.498067 1.054667 3.138743
C -1.429840 0.883918 2.076054
O -0.251129 1.069974 2.364970
N -1.958513 0.540754 0.872100
N -1.056311 0.388327 -0.115616
C -1.509770 0.093176 -1.277473
C -0.590931 -0.078905 -2.405701
C -1.074007 -0.496436 -3.650188
C -0.182705 -0.686184 -4.691075
C 1.167124 -0.451865 -4.476786
C 1.563563 -0.014188 -3.219260
N 0.712892 0.174222 -2.220526
H -3.525226 0.487402 1.096656
H -5.839464 0.976770 3.731024
H -5.057261 1.564468 6.011938
H -2.625822 1.822666 6.453868
H -1.014036 1.486240 4.569151
H -2.577530 -0.061933 -1.456732
H -2.133665 -0.679717 -3.776965
H -0.538713 -1.019551 -5.659456
H 1.903984 -0.598778 -5.253488
H 2.604321 0.202954 -2.997601
O 6.473204 -3.133829 -1.715329
C 5.573598 -2.333719 -1.505163
C 5.436718 -0.973112 -2.125613
O 6.164525 -0.505727 -2.998818
C 4.268100 -0.346636 -1.501277
C 3.646598 -1.279119 -0.602024
O 2.579466 -1.029147 0.032202
C 4.397445 -2.539020 -0.590892
O 4.141016 -3.568562 0.025118
O 3.814538 0.812291 -1.723316

Cartesian forces, eV/Å:
-0.05 -0.03 0.09
0.17 -0.03 -0.12
0.01 -0.01 -0.01
0.01 -0.01 -0.03
-0.04 0.00 0.01
0.03 0.01 0.05
0.04 -0.01 -0.05
-0.02 -0.01 -0.01
-0.05 0.02 -0.04
0.05 -0.01 -0.02
-0.21 -0.07 -0.06
-0.06 0.10 -0.12
0.15 0.01 0.28
0.11 0.01 -0.16
0.01 0.00 0.18
0.10 0.00 -0.06
-0.27 -0.04 -0.02
0.00 -0.16 -0.37
-0.23 0.03 0.00
-0.10 0.03 0.07
-0.01 0.00 0.00
-0.01 0.00 0.00
0.00 0.00 0.01
0.01 0.01 0.02
0.02 0.03 0.04
-0.01 -0.01 0.00
-0.01 0.00 0.00
0.02 -0.01 -0.02
-0.23 0.08 -0.12
-0.18 0.13 0.03
0.18 -0.13 -0.05
0.03 0.03 -0.09
-0.03 0.00 0.08
0.27 -0.17 0.15
-0.34 0.08 -0.10
0.22 -0.10 0.19
0.05 -0.22 0.10
0.04 0.19 -0.09
0.34 0.24 0.23

- Total charge: -2
- Calculated total energy: -42326.2546 eV
- Orbital gap: 0.21064 hartree

Results of the Mulliken charge analysis, in e, for atoms 1 through 8: 0.788, -0.694, 0.278, -0.679, -0.260, -0.661, -0.521, 0.408

[3]
Density functional theory data (ωB97M-V/def2-TZVPD) for 2 unconnected molecules or ions with the total composition C6H13O at a distorted geometry.

Cartesian coordinates (Å):
C -2.199966 -2.523531 -0.343179
C -1.403629 -1.934367 -1.202504
C 1.825801 2.637608 1.000771
C -0.327817 0.149580 -1.456137
C 1.954139 1.256249 1.288345
C -0.258387 -0.785220 0.808431
O -0.430171 -1.041224 -0.609654
H -2.992238 -3.288553 -0.540349
H -2.140523 -2.140895 0.602575
H -1.183818 -1.914618 -2.308827
H 0.724443 2.803349 0.725335
H 2.380433 3.082275 0.201022
H 1.989514 2.985090 1.930918
H 0.429070 0.764810 -1.013107
H -0.104464 -0.128334 -2.512467
H -1.241550 0.565831 -1.623013
H 2.755608 0.712744 0.713181
H 1.218070 0.782771 1.922997
H -1.030065 -0.263224 1.236634
H 0.035548 -1.720340 1.179031

Cartesian forces, eV/Å:
-1.35 -1.36 -2.68
0.27 -0.59 -0.64
-3.32 -0.20 -3.18
2.26 -1.06 -1.36
0.96 -2.96 -2.02
1.58 -0.74 -1.71
0.27 1.44 -1.28
1.04 0.92 -0.16
0.04 0.43 2.57
-0.64 -0.60 1.54
1.19 0.31 0.68
0.77 0.01 -0.08
0.48 2.67 3.15
0.16 0.34 0.06
0.72 -0.39 0.98
-2.79 1.53 0.67
-1.02 -0.04 1.21
0.63 -0.19 0.38
-1.81 1.38 0.87
0.58 -0.89 1.02

- Total charge: +1
- Energy above the lowest of the compared OMol25 structures with the same formula, charge and spin: 6.421 eV
- Calculated total energy: -8465.5552 eV
- Orbital gap (alpha / beta): 0.22789 / 0.38265 hartree

Results of the Mulliken charge analysis, in e, for atoms 1 through 8: -0.769, 0.267, -0.716, -0.710, -0.628, -0.928, 0.001, 0.272

[4]
Density functional theory data (ωB97M-V/def2-TZVPD) for 2 unconnected molecules or ions with the total composition C4H6N2O2 at a distorted geometry.

Cartesian coordinates (Å):
C 0.457767 0.263784 -0.210417
C -1.576103 -0.771258 -0.609686
C -1.820515 -0.647734 0.872007
C -1.712734 0.673704 0.049213
H 2.312685 -0.628988 -1.342895
H 2.405316 1.341352 -0.079460
H -1.905275 -1.419720 -1.391484
H -2.800276 -0.547184 1.181322
H -1.018343 -1.095113 1.631299
H -2.591054 1.304785 -0.324655
N 1.888803 0.513572 0.109349
N -0.007216 -0.794509 -0.525122
O 2.688237 -0.664817 0.372285
O -0.396319 1.402374 -0.043588

Cartesian forces, eV/Å:
3.99 6.37 1.85
4.71 2.04 2.83
1.75 0.75 0.13
0.90 -0.23 -2.18
1.38 -1.75 3.95
-0.03 0.52 -0.19
-0.83 0.12 -0.23
-2.10 -0.89 1.01
-1.94 1.36 -1.80
1.43 -0.83 1.38
-3.72 -1.07 1.87
-2.64 -4.96 -2.58
-1.78 1.47 -6.15
-1.13 -2.90 0.12

- Total charge: 0
- Energy above the lowest of the compared OMol25 structures with the same formula, charge and spin: 10.532 eV
- Calculated total energy: -11310.5097 eV
- Orbital gap: 0.24893 hartree

Results of the Mulliken charge analysis, in e, for atoms 1 through 8: 0.443, -0.258, -0.518, -0.120, 0.377, 0.217, 0.461, 0.355

[5]
Density functional theory data (ωB97M-V/def2-TZVPD) for a molecular structure, C31H22BCl5F2NO9P2STi at a distorted geometry.

Cartesian coordinates (Å):
Ti 1.408364 -1.103019 -2.472672
O -1.283826 -1.071756 0.747742
P -1.412658 0.432199 0.671815
C 0.083326 1.430165 0.318278
P 1.633256 0.533208 0.507307
O 1.767199 -0.517956 -0.536084
C 1.679765 -0.267501 2.078124
C 1.062753 0.244586 3.229516
C 0.980202 -0.479505 4.398194
C 1.678082 -1.702271 4.496657
C 2.421523 -2.102268 3.405509
C 2.453166 -1.408310 2.174763
C 3.007546 1.680183 0.499439
C 3.054007 2.610535 1.510636
C 4.089314 3.493671 1.510225
C 5.246367 3.234990 0.737637
C 5.311805 2.146013 -0.097602
C 4.179043 1.302003 -0.185535
C -2.250006 1.233298 2.078167
C -1.902984 2.545152 2.508692
C -2.516902 3.082848 3.629610
C -3.417465 2.346819 4.363370
C -3.646167 1.017147 4.022081
C -3.069723 0.475075 2.910376
C -2.436943 0.895375 -0.746089
C -2.989072 2.164274 -0.814772
C -3.753996 2.536943 -1.870327
C -4.011908 1.589802 -2.840342
C -3.506322 0.330725 -2.751605
C -2.714296 -0.086868 -1.672838
H 0.141489 2.463378 0.717340
H -0.056381 1.565647 -0.750212
H 0.349059 1.079468 3.125582
H 0.426584 -0.063777 5.297101
H 1.537030 -2.370503 5.380244
H 2.924315 -3.043095 3.321322
H 2.936130 -1.765463 1.314216
H 2.232544 2.648457 2.223593
H 4.018460 4.293402 2.169799
H 6.108890 3.869785 0.837012
H 6.210473 1.924976 -0.680395
H 4.117522 0.542733 -0.931288
H -1.208770 3.161972 2.020139
H -2.431711 4.143262 3.874774
H -3.853536 2.807468 5.259675
H -4.328423 0.387399 4.640257
H -3.213436 -0.606295 2.643501
H -2.744580 2.901276 -0.029518
H -4.244905 3.492961 -1.951651
H -4.607554 1.964843 -3.722591
H -3.686772 -0.436052 -3.513307
H -2.220165 -1.064382 -1.601145
Cl 0.185563 -3.583875 -0.053914
C -0.883065 -3.265729 -1.419710
C -0.433853 -2.423965 -2.456752
C -1.349826 -2.368007 -3.535492
Cl -1.039663 -1.326022 -4.913671
C -2.582377 -2.994486 -3.610258
Cl -3.628244 -2.755604 -4.913422
C -2.972702 -3.758116 -2.535079
Cl -4.557651 -4.391383 -2.407620
C -2.142022 -3.925234 -1.395605
Cl -2.662778 -4.967081 -0.134638
O 1.013933 1.659549 -4.729484
S 1.177166 1.453156 -3.306323
O 1.151771 2.629328 -2.436106
O 0.150757 0.440463 -2.690364
O 2.395546 0.626706 -2.992814
F 0.606216 -5.971253 -2.571107
B 1.764730 -5.439536 -2.730003
F 1.637249 -1.727223 -4.185564
O 2.869557 -5.085318 -2.974952
N 3.219665 -2.065265 -2.012804
O 4.301706 -2.481114 -1.713886
O 2.228577 -2.763004 -1.735131

Cartesian forces, eV/Å:
0.24 0.18 -2.10
0.23 1.91 0.41
-0.85 -0.99 -0.60
0.19 0.23 0.49
-0.52 0.80 -0.30
-0.04 -0.66 -0.67
0.34 0.33 1.14
-1.68 0.18 -0.68
0.36 -0.04 1.61
-0.62 0.10 0.34
0.28 -0.25 -1.54
-1.36 0.52 2.07
1.00 -2.26 0.09
-0.88 0.43 -0.50
1.40 -1.01 -0.50
-0.66 0.46 0.51
-0.67 -1.09 -0.03
-0.45 2.05 -0.43
1.47 0.90 1.03
-1.38 -1.38 0.37
-0.42 0.74 -0.32
-0.10 -0.33 0.77
-1.30 -0.18 1.44
0.24 -1.62 -1.41
0.07 -0.55 1.20
0.94 0.95 1.26
-0.75 -0.01 -0.35
-1.12 1.34 -1.72
0.43 -2.38 -0.41
0.01 0.82 -0.44
-0.15 -0.74 0.03
0.54 0.11 -0.45
0.72 -0.09 0.10
0.57 -0.65 -1.36
0.37 0.76 -0.81
0.25 -0.54 0.71
0.71 -0.73 -0.84
0.07 0.45 -0.11
0.37 1.42 1.09
0.09 0.34 -0.04
-0.35 0.06 0.26
0.09 -0.61 -0.29
0.76 0.53 -0.90
0.50 -0.31 -0.03
-0.04 -0.37 -0.47
0.67 0.60 -0.50
0.02 1.17 0.30
-0.24 -0.43 -0.40
0.24 0.30 0.12
0.63 -0.94 0.92
-0.13 0.60 0.05
-0.61 0.53 -0.01
-0.54 -0.05 -0.16
-0.05 -0.45 0.30
-1.19 -0.19 -0.05
1.04 0.97 -0.46
0.22 -0.06 0.27
0.48 -0.23 0.85
-0.77 -0.14 -0.74
0.19 -0.33 1.95
-0.56 -0.25 -0.45
0.73 0.80 -1.63
0.30 0.15 0.22
-0.20 -0.06 1.21
-0.52 0.98 0.58
-0.07 -0.44 -0.82
-0.19 -0.42 -0.51
0.87 -0.82 -0.11
-0.46 0.02 0.22
-1.48 -0.63 0.08
0.11 0.46 1.40
2.02 0.43 -0.44
1.08 -0.12 0.08
0.71 0.53 -0.17
-1.21 -0.82 0.29

- Total charge: -1
- Energy above the lowest of the compared OMol25 structures with the same formula, charge and spin: 0.000 eV
- Calculated total energy: -173681.5114 eV
- Orbital gap: 0.29950 hartree

Results of the Mulliken charge analysis, in e, for atoms 1 through 8: -1.102, -0.723, 1.327, -0.611, -0.092, 1.584, 1.566, -0.163

[6]
Density functional theory data (ωB97M-V/def2-TZVPD) for a molecular structure, C19H15BrN11Pt at a distorted geometry.

Cartesian coordinates (Å):
Pt -0.039819 1.275744 -0.811623
N -1.260533 2.262619 -3.923167
C -1.447415 3.171023 -2.903400
N -2.267720 4.201911 -3.018382
N -2.190970 4.817758 -1.823952
N -1.374160 4.190045 -1.045486
N -0.868353 3.123735 -1.712401
C -0.536764 1.098996 -3.838809
N -0.315646 0.312089 -4.877591
N 0.489476 -0.656506 -4.395993
N 0.727407 -0.465576 -3.148383
N 0.082678 0.655904 -2.752575
H -1.765540 2.422469 -4.775900
N 2.443521 -0.924062 -0.885663
C 2.263163 -1.776723 0.174986
C 3.396420 -2.165032 0.910651
C 3.303740 -2.929190 2.057329
C 2.059987 -3.343013 2.507518
C 0.937549 -2.965634 1.784635
C 0.998258 -2.186086 0.626872
C -0.312132 -1.850555 -0.017023
C -1.176520 -2.952058 -0.149564
C -2.507187 -2.827092 -0.486217
C -3.021596 -1.549951 -0.658994
C -2.171703 -0.460251 -0.571511
C -0.783984 -0.560492 -0.310952
H 3.412665 -0.686087 -1.015192
H 1.890729 -0.955958 -1.740971
H 4.371277 -1.847616 0.553721
H 4.204487 -3.199746 2.596449
H 1.959796 -3.936528 3.407038
H -0.042171 -3.254610 2.145875
H -0.764066 -3.940629 0.020912
H -3.130462 -3.705930 -0.600309
H -4.069069 -1.396312 -0.891307
H -2.604437 0.518486 -0.751987
Br 1.998895 0.376574 4.421404
C 0.811970 1.368130 3.334803
C -0.058541 2.286589 3.890013
C -0.902049 2.968783 3.033037
C -0.858382 2.709881 1.672376
N -0.014644 1.809554 1.160504
C 0.814492 1.144227 1.971907
H -0.073796 2.458800 4.957618
H -1.599024 3.703414 3.411365
H -1.473393 3.245178 0.959504
H 1.463566 0.413726 1.508835

Cartesian forces, eV/Å:
-1.00 -0.10 -0.42
-0.01 -0.13 0.09
-0.08 -0.10 -0.21
-0.03 0.13 0.11
0.10 -0.12 0.03
-0.01 0.10 -0.10
0.67 0.13 0.35
-0.02 0.38 -0.18
0.17 -0.12 0.01
-0.09 0.08 0.08
-0.11 -0.08 -0.20
-0.03 -0.04 0.51
0.00 0.02 0.00
0.54 0.00 0.12
0.10 0.22 0.16
0.02 -0.01 0.07
0.06 0.02 -0.03
-0.10 0.00 -0.03
0.06 0.00 0.11
-0.09 0.07 -0.09
-0.01 -0.12 0.22
0.10 -0.04 0.01
-0.05 0.08 -0.02
0.05 -0.03 0.02
0.11 -0.03 -0.03
0.03 -0.26 -0.28
-0.04 0.01 -0.32
-0.30 -0.03 0.16
-0.01 -0.01 0.00
-0.01 0.00 -0.01
-0.01 0.01 0.00
0.00 0.00 -0.01
-0.01 0.02 0.00
0.00 0.01 0.01
0.01 -0.01 0.01
0.04 0.02 -0.02
-0.03 0.03 -0.04
0.13 -0.11 0.00
-0.02 0.03 -0.01
-0.04 0.04 -0.04
-0.03 0.15 0.10
-0.15 -0.09 -0.20
0.06 -0.10 0.10
0.00 0.00 -0.01
0.00 0.00 -0.03
0.02 -0.02 0.01
0.00 -0.01 0.02

- Total charge: -1
- Energy above the lowest of the compared OMol25 structures with the same formula, charge and spin: 0.345 eV
- Calculated total energy: -109627.9874 eV
- Orbital gap: 0.25701 hartree

Results of the Mulliken charge analysis, in e, for atoms 1 through 8: 0.400, -0.063, 0.599, -0.564, -0.675, -0.448, 0.116, 0.626